A cluster of 2 separate species, C14H30BN3O8 in total in a non-equilibrium geometry, computed with ωB97M-V/def2-TZVPD.

Element x y z (Å)
C: -1.074976 6.608087 3.237107
C: -0.577973 5.387577 2.460230
O: 0.547884 4.844077 3.168160
B: 0.625723 3.497621 2.930343
O: 0.506628 2.629771 3.983381
O: 0.816191 3.103394 1.604145
C: 1.544110 1.959240 1.408888
O: 2.621192 2.040140 0.917754
N: 0.918246 0.717211 1.747785
C: 1.887041 -0.260386 2.257850
C: 2.255640 -0.087329 3.735569
C: 3.689839 0.468926 3.936809
C: 3.772192 1.711966 4.851303
O: 4.432992 2.792296 4.214564
N: 0.262217 0.112510 0.605690
C: -0.337709 0.844065 -0.165577
O: -0.944651 1.472659 -0.942698
H: -1.334251 7.421758 2.574682
H: -1.959157 6.397638 3.824339
H: -0.270393 6.918749 3.889610
H: -1.390875 4.667127 2.403137
H: -0.280234 5.725777 1.478399
H: -0.267534 2.071715 3.872228
H: 2.805296 -0.310553 1.678060
H: 1.410041 -1.219647 2.143348
H: 1.522887 0.461760 4.307819
H: 2.275161 -1.086603 4.152706
H: 4.168162 0.646746 2.983576
H: 4.285783 -0.304755 4.405562
H: 4.390348 1.472269 5.701826
H: 2.776023 1.977825 5.192145
H: 3.952759 3.021919 3.418472
C: -2.042133 -0.364377 -3.392825
O: -3.003104 -1.404483 -3.383555
C: -3.360624 -1.877555 -4.676704
C: -2.860948 -3.291529 -4.889098
N: -1.407620 -3.325602 -5.004899
C: -0.832550 -4.668272 -4.962195
C: -0.993943 -5.474399 -3.675663
O: -0.282769 -4.951434 -2.568605
C: -0.955539 -3.944716 -1.833414
H: -1.952399 0.012027 -2.378560
H: -1.060233 -0.732098 -3.711574
H: -2.354409 0.457123 -4.043631
H: -3.000435 -1.208287 -5.462729
H: -4.453505 -1.885161 -4.722150
H: -3.300572 -3.693593 -5.806467
H: -3.218138 -3.896111 -4.045068
H: -1.006552 -2.784103 -4.251297
H: 0.238405 -4.558639 -5.148952
H: -1.240074 -5.248127 -5.796186
H: -0.562698 -6.461982 -3.860208
H: -2.044949 -5.644968 -3.414921
H: -2.039244 -4.082724 -1.843036
H: -0.705323 -2.948435 -2.208484
H: -0.608631 -4.000542 -0.801045

Force components x, y, z for each atom (eV/Å):
0.036 -0.254 -0.103
-0.147 1.303 0.546
-0.372 -0.621 -0.251
-0.144 0.973 0.464
-0.032 0.109 -0.057
0.015 -1.048 0.269
-0.003 0.466 -0.810
0.616 -0.089 0.093
-0.201 -0.482 0.427
-0.100 -0.467 0.564
1.002 -0.250 -0.353
-0.611 0.047 0.803
0.363 -0.410 -0.858
0.042 0.261 0.267
0.196 0.860 0.236
-0.703 0.528 -0.722
0.472 -0.482 0.535
0.016 0.230 -0.233
-0.073 -0.155 0.294
0.078 0.237 0.180
0.002 -0.282 -0.286
0.155 -0.328 -0.441
0.201 -0.545 -0.016
-0.004 0.218 -0.374
-0.365 -0.210 -0.150
-0.216 0.251 -0.063
-0.247 -0.270 0.108
0.093 0.367 -0.257
0.172 -0.256 0.020
0.083 0.078 0.403
-0.169 0.231 0.125
-0.077 0.073 -0.246
-0.073 -0.197 0.068
0.150 0.152 -0.111
-0.317 -0.191 0.086
0.255 0.089 0.092
-0.131 -0.134 0.035
0.125 0.232 0.002
0.115 -0.259 -0.141
-0.179 0.055 0.016
0.261 -0.038 0.064
-0.110 -0.053 -0.046
0.023 0.128 -0.107
0.064 0.015 -0.031
0.131 -0.004 0.035
0.000 0.015 -0.027
0.007 -0.030 -0.002
-0.169 -0.009 -0.049
0.008 0.049 0.001
0.012 -0.077 -0.005
-0.057 -0.019 0.028
0.013 0.005 0.013
-0.033 0.147 0.039
-0.023 0.037 -0.076
-0.163 0.055 0.004
0.011 -0.051 -0.010

SMILES string: CCOB(O)OC(=O)N(CCCCO)N=C=O.COCCNCCOC
F_max: 1.42 eV/A
HOMO-LUMO gap: 8.850 eV

A cluster of 7 separate species, C14H30Cl6N2O10 in total in a non-equilibrium geometry, computed with ωB97M-V/def2-TZVPD.

Element x y z (Å)
Cl: 6.587539 2.597382 2.280082
C: 5.644406 1.787194 3.583044
C: 4.349721 2.500245 3.866681
Cl: 4.572640 4.111960 4.519491
H: 6.282694 1.797727 4.464911
H: 5.501782 0.732326 3.358824
H: 3.803054 1.985663 4.661894
H: 3.624292 2.542701 3.056942
Cl: 0.865679 -5.348852 0.350787
C: 1.547013 -3.963724 -0.555242
C: 0.428100 -3.106377 -1.104884
Cl: 1.010572 -1.589505 -1.752714
H: 2.241912 -4.322109 -1.311860
H: 2.123129 -3.439694 0.204071
H: -0.205882 -2.864969 -0.252817
H: -0.177789 -3.612111 -1.851063
Cl: -1.611630 4.049826 -1.801065
C: -0.852784 5.672852 -1.937719
C: -0.122378 6.080398 -0.694595
Cl: 1.160066 4.946052 -0.215768
H: -1.691607 6.345863 -2.138075
H: -0.309760 5.773961 -2.877994
H: -0.808680 6.087673 0.147385
H: 0.345456 7.048111 -0.859511
C: 2.205831 1.329169 -3.450518
N: 1.004087 2.212502 -3.404462
O: -0.046987 1.747844 -3.047207
O: 1.149918 3.302945 -3.905636
H: 3.057053 1.955883 -3.207600
H: 2.214914 0.833904 -4.413050
H: 2.166867 0.601976 -2.642328
C: 0.322409 1.464143 0.181590
N: 1.654748 1.291128 0.795825
O: 2.605115 1.670603 0.146858
O: 1.749418 0.739343 1.870667
H: -0.467748 1.517458 0.922689
H: 0.227996 0.615219 -0.487766
H: 0.361187 2.412737 -0.343217
C: -2.895415 -4.515351 0.713324
O: -1.985842 -3.472747 1.038320
C: -1.472463 -3.451511 2.240289
O: -1.706019 -4.244172 3.107770
O: -0.644098 -2.427798 2.325486
C: 0.252894 -2.385979 3.416885
H: -3.752660 -4.445303 1.383817
H: -2.397750 -5.478487 0.778489
H: -3.259141 -4.319595 -0.291033
H: 0.968829 -3.204110 3.363543
H: -0.257961 -2.360906 4.381418
H: 0.770882 -1.429039 3.361065
C: -2.602817 0.514662 -2.200567
O: -3.804185 -0.055563 -1.739857
C: -3.816522 -1.351343 -1.502528
O: -2.889369 -2.108238 -1.568690
O: -5.065184 -1.681374 -1.179152
C: -5.253577 -3.017958 -0.769132
H: -1.749791 0.226379 -1.584778
H: -2.660429 1.603720 -2.170547
H: -2.368313 0.289455 -3.243045
H: -4.910233 -3.691055 -1.559404
H: -6.307067 -3.209622 -0.592498
H: -4.706110 -3.291516 0.134166

Force components x, y, z for each atom (eV/Å):
-0.256 -0.364 0.158
0.393 0.214 0.173
-0.924 -0.774 0.456
0.239 0.792 0.065
-0.029 0.239 0.025
-0.227 0.124 -0.476
0.296 -0.315 -0.058
0.476 0.069 -0.395
-0.121 -0.136 -0.238
0.496 0.128 0.134
-0.585 -0.690 1.136
0.401 0.489 -0.437
-0.163 -0.167 -0.035
-0.027 0.303 -0.197
-0.175 0.103 -0.306
0.116 -0.003 -0.088
0.250 0.455 0.013
-0.929 0.235 -0.858
-0.138 -0.150 0.051
0.337 -0.072 -0.134
-0.023 0.083 0.579
0.570 -0.693 0.307
-0.009 0.296 -0.015
-0.073 0.058 0.168
0.258 -0.044 1.408
0.546 -0.432 -1.210
-0.433 -0.428 0.479
-0.060 0.634 0.187
0.128 0.091 -0.631
0.133 0.186 -0.139
-0.407 -0.057 -0.165
-0.120 0.492 -0.077
0.142 -0.142 0.187
0.189 0.162 -0.260
-0.178 -0.092 0.369
0.193 -0.363 0.223
-0.245 0.054 -0.092
-0.044 -0.168 -0.283
-0.108 -0.113 0.275
-0.266 0.654 -1.376
0.058 -0.727 0.745
-0.050 -0.361 0.551
0.300 0.774 -0.642
0.246 0.520 0.798
0.132 -0.415 0.197
-0.072 -0.096 0.123
0.627 -0.111 0.033
-0.092 -0.087 0.075
-0.161 -0.447 -0.140
0.064 -0.111 -0.380
1.312 0.625 -0.291
-0.504 0.592 -0.119
-0.208 -0.077 -0.028
0.443 -0.299 -0.050
-0.427 0.319 0.367
0.076 -1.006 -0.155
-0.133 -0.219 -0.052
-0.509 -0.201 0.268
-0.222 -0.448 0.096
-0.070 -0.010 0.013
-0.133 0.422 -0.126
-0.301 0.706 -0.202

SMILES string: C[N+](=O)[O-].C[N+](=O)[O-].COC(=O)OC.COC(=O)OC.ClCCCl.ClCCCl.ClCCCl
F_max: 1.55 eV/A
HOMO-LUMO gap: 10.652 eV

A structure of composition C14H30N2OP2Tb in a non-equilibrium geometry, computed with ωB97M-V/def2-TZVPD.

Element x y z (Å)
C: 2.589917 1.873281 -0.162859
C: 1.327871 2.767225 -0.161090
N: 0.139072 2.205265 0.155968
C: -1.082429 2.848333 0.080573
C: -1.036509 4.227983 -0.213802
C: 0.175146 4.846254 -0.454579
C: 1.375111 4.114680 -0.455761
C: -2.340478 2.136593 0.246608
P: -2.529106 0.354194 0.429492
H: 2.331977 4.576212 -0.693531
H: -1.970616 4.764264 -0.333522
H: 0.194014 5.908684 -0.690651
C: 2.346140 0.494482 -2.210519
C: 3.305428 -0.494682 -0.209591
H: -3.232673 2.754622 0.147323
H: 2.962279 1.751554 0.878554
H: 3.333915 2.450174 -0.744569
C: -3.644430 -0.353576 -0.838801
C: -3.251747 -0.028173 2.051171
H: -3.589103 -1.455588 -0.705180
H: -4.695680 -0.015612 -0.735650
H: -3.250877 -0.087534 -1.837734
H: -3.185528 -1.128172 2.172744
H: -2.658048 0.461772 2.846515
H: -4.308904 0.288725 2.138762
H: 4.370088 -0.278108 -0.429425
H: 3.189812 -0.568010 0.885898
H: 3.051448 -1.470515 -0.654101
H: 3.344361 0.656437 -2.663616
H: 1.985865 -0.499339 -2.528751
H: 1.649433 1.254033 -2.578657
Tb: 0.165904 -0.092784 -0.055904
H: -0.591886 0.082590 -1.915338
O: 0.166761 0.420107 2.324792
H: 0.110195 -0.071792 3.196360
H: 0.428490 1.345953 2.587050
N: 2.376335 0.523176 -0.738398
C: -0.761524 -3.551834 1.716533
P: 0.071371 -2.819652 0.269778
C: 1.539512 -3.868618 0.150857
C: -0.673837 -3.200107 -1.418120
H: -0.162880 -3.291551 2.643367
H: -0.868501 -4.654368 1.707601
H: -1.773070 -3.124566 1.826280
H: 1.274813 -4.929289 0.289145
H: 1.971966 -3.773030 -0.859755
H: 2.275032 -3.572769 0.928873
H: -0.741458 -4.270598 -1.644119
H: -1.673613 -2.770979 -1.553076
H: -0.029355 -2.735345 -2.187149

Force components x, y, z for each atom (eV/Å):
0.052 0.684 0.023
-0.937 -0.342 0.269
-0.268 0.002 -0.026
0.603 0.035 0.013
-0.381 -0.262 -0.179
0.384 0.038 -0.085
0.016 0.440 -0.091
0.308 0.851 -0.187
0.329 -0.532 -0.215
-0.298 0.054 0.015
0.119 0.100 0.154
0.017 -0.230 0.045
0.187 -0.001 -0.432
0.241 -0.035 0.256
0.170 0.025 -0.005
-0.172 0.135 -0.629
0.018 -0.429 0.354
-0.409 0.333 -0.048
-0.460 0.184 0.430
-0.125 0.650 -0.101
0.568 -0.246 -0.077
-0.202 -0.190 0.522
-0.126 0.591 0.009
-0.340 -0.290 -0.394
0.530 -0.193 0.014
-0.512 -0.031 0.015
0.093 0.022 -0.327
0.144 0.314 0.112
-0.342 -0.008 0.337
0.084 0.431 -0.019
0.111 -0.199 -0.015
0.478 -0.806 -1.054
-0.142 0.026 0.236
0.485 0.570 2.357
0.057 0.666 -1.421
-0.467 -1.207 -0.390
0.295 0.415 0.275
-0.462 -0.165 0.830
-0.065 -1.716 -0.586
0.856 -0.130 0.116
-0.353 0.080 0.397
-0.597 -0.173 -1.094
0.160 0.563 -0.251
0.388 -0.139 0.081
0.038 0.393 0.005
0.040 0.031 0.487
-0.292 -0.321 -0.557
0.126 0.129 0.283
0.202 -0.007 0.113
-0.148 -0.108 0.430

Net charge: +2
Spin multiplicity: 8
F_max: 2.47 eV/A
HOMO-LUMO gap (alpha / beta): 8.626 / 6.518 eV

An isolated molecule of C14H30N2Si2 in a non-equilibrium geometry, computed with ωB97M-V/def2-TZVPD.

Element x y z (Å)
C: 0.831805 -0.036421 -1.524040
C: 1.348420 1.021685 -0.781948
C: -1.333419 0.666021 -0.990579
C: -0.814423 1.587931 -0.222255
N: -0.448761 -0.452731 -1.210835
N: 0.518376 1.478565 0.256232
C: 1.370995 -0.640846 -2.797361
C: 2.735851 1.560290 -1.082197
C: -2.663773 0.700978 -1.653010
C: -1.471073 2.894733 -0.047018
C: -1.478800 -2.445586 1.041489
C: 0.841760 -3.204073 -0.704042
C: -1.707681 -3.021776 -2.030082
C: -0.951998 1.358469 3.041032
C: 1.929470 2.422910 2.788354
C: 1.426018 -0.406448 2.391155
Si: -0.695161 -2.226579 -0.646763
Si: 0.684689 1.236554 2.062465
H: 0.750392 -1.497847 -3.157497
H: 2.458336 -0.869289 -2.723269
H: 1.272123 0.145181 -3.538963
H: 3.545434 0.874807 -0.980517
H: 2.964439 2.513070 -0.506218
H: 2.765677 1.823424 -2.119226
H: -2.830476 1.659449 -2.174751
H: -2.804350 -0.113078 -2.369257
H: -3.429706 0.409672 -0.863453
H: -2.572351 2.917329 0.081474
H: -0.818047 3.483397 0.607481
H: -1.372523 3.386138 -0.996162
H: -2.053996 -3.307707 1.215866
H: -2.165652 -1.652667 1.248139
H: -0.819588 -2.459345 1.895516
H: 0.447566 -4.150708 -0.219612
H: 1.268479 -3.413082 -1.686003
H: 1.647488 -2.766337 -0.115944
H: -1.479192 -4.064412 -2.059204
H: -1.625751 -2.456586 -2.931837
H: -2.759077 -2.952175 -1.863084
H: -0.906709 1.496820 4.112667
H: -1.511639 0.481004 2.730737
H: -1.412146 2.223413 2.575984
H: 1.544585 2.830016 3.662910
H: 2.000333 3.203497 2.042708
H: 2.865877 1.929013 3.032295
H: 2.436119 -0.256195 1.992104
H: 1.553838 -0.731085 3.398845
H: 0.918222 -1.179391 1.817671

Force components x, y, z for each atom (eV/Å):
1.573 1.646 0.998
0.725 -3.354 -1.510
0.709 -2.214 0.011
-0.667 0.860 0.541
-1.827 -2.167 0.885
-0.510 0.421 1.621
0.704 0.149 0.119
-0.907 1.918 0.924
-1.030 -0.823 0.710
-0.123 0.978 -0.169
0.524 0.939 0.063
0.487 -0.689 0.648
-0.440 0.803 1.345
0.599 0.316 -1.955
-0.041 -0.632 -1.629
0.494 -0.311 -1.328
-0.659 1.830 -1.648
0.057 -0.092 0.320
0.735 0.612 0.527
-0.736 -0.177 -0.165
0.080 0.073 -0.527
0.507 -0.756 0.579
-0.281 -1.216 -0.559
-0.001 0.416 -0.829
-0.364 -0.367 0.508
0.489 0.183 -0.177
0.397 1.082 -0.916
0.741 -0.176 0.785
-0.906 0.157 0.371
0.188 0.626 -0.782
-0.819 -1.525 -0.466
-0.533 0.863 0.028
0.722 0.243 0.075
0.876 0.723 -0.508
-0.340 -0.100 0.002
0.023 -0.215 0.323
0.308 -0.711 -0.580
0.785 -0.041 -0.909
-1.056 -0.068 0.518
0.286 -0.157 0.105
-0.368 -0.109 0.300
-0.648 0.254 0.247
-0.706 0.892 1.701
0.649 0.432 -0.005
0.221 0.164 -0.311
0.069 -0.489 -0.159
-0.164 -0.010 0.894
0.179 -0.182 -0.019

SMILES string: CC1=C(C)N([Si](C)(C)C)C(C)=C(C)N1[Si](C)(C)C
F_max: 3.75 eV/A
HOMO-LUMO gap: 7.579 eV

So what do the calculations give for relative energy (zero: lowest compared OMol25 entry of this formula, charge and spin)? Going down the list: 0.0; 0.0; 51.0; 0.0 kJ/mol.